# C10H16O

A cluster of 2 separate species, C10H16O in total at a distorted geometry (ωB97M-V with the def2-TZVPD basis set, the Open Molecules 2025 dataset).

As for the LUMO energy: 0.86 eV. The value obtained for the HOMO-LUMO gap is 9.190 eV. As for the SMILES: Cc1ccc(O)cc1.CCC. The calculation puts the molecular weight at 152.24 g mol⁻¹.

Positions of all 27 atoms, in Å:
C -2.64663 0.85864 -1.03933
C -1.62292 -0.22945 -1.06722
C -2.10965 -1.55037 -1.39232
C -1.11998 -2.56459 -1.59948
C 0.14820 -2.17920 -1.93257
O 1.22049 -3.04167 -1.99959
C 0.62372 -0.89713 -1.76807
C -0.27384 0.04422 -1.26055
H -3.24103 0.93655 -0.20717
H -3.21611 0.94212 -2.11698
H -2.07922 1.76690 -1.01022
H -3.10617 -1.85299 -1.38500
H -1.48483 -3.53249 -1.69373
H 1.00301 -3.99999 -1.96605
H 1.58884 -0.61591 -1.93206
H 0.13614 1.11809 -1.13885
C 1.66011 1.08230 3.42267
C 0.99528 0.82243 1.92578
C 1.59602 1.88414 0.96367
H 2.39046 0.35639 3.87551
H 0.86024 1.31005 4.20137
H 2.31240 1.93476 3.36188
H 1.28162 -0.21794 1.74072
H -0.11213 1.02373 1.90408
H 0.93500 2.71060 0.93117
H 2.53762 2.45957 1.20952
H 1.72337 1.43123 -0.02719

# C10H16O

A cluster of 2 separate species, C10H16O in total at a distorted geometry (ωB97M-V with the def2-TZVPD basis set, the Open Molecules 2025 dataset).

As for the LUMO energy: 0.88 eV. The value obtained for the HOMO-LUMO gap is 9.394 eV. As for the SMILES: CCc1ccc(O)cc1.CC. The calculation puts the molecular weight at 152.24 g mol⁻¹.

Positions of all 27 atoms, in Å:
C -1.19257 1.07708 1.97979
C -1.60117 -0.02546 0.98537
C -1.20102 0.25534 -0.44210
C 0.12784 0.56105 -0.76896
C 0.42909 0.85901 -2.07835
C -0.58936 1.08706 -2.99582
O -0.30724 1.75943 -4.19288
C -1.88913 0.72114 -2.74610
C -2.12351 0.18759 -1.46788
H -0.98302 0.63729 2.95558
H -2.04689 1.73956 2.11215
H -0.31367 1.61160 1.62911
H -1.03992 -0.94130 1.21373
H -2.63419 -0.31333 1.13870
H 0.91013 0.42702 -0.04823
H 1.43728 1.05785 -2.42453
H 0.22243 2.51374 -3.88796
H -2.71696 1.04207 -3.35933
H -3.13536 -0.07472 -1.18278
C 2.81266 -2.22811 2.13267
C 1.88159 -1.34093 1.25042
H 3.80144 -2.19412 1.67113
H 2.87681 -1.73986 3.10100
H 2.48249 -3.25940 2.16030
H 1.31085 -2.01884 0.61607
H 2.31237 -0.51276 0.70549
H 1.16906 -0.88799 1.94342

# C10H16O

An isolated molecule of C10H16O at a distorted geometry (ωB97M-V with the def2-TZVPD basis set, the Open Molecules 2025 dataset).

As for the LUMO energy: 0.76 eV. The value obtained for the HOMO-LUMO gap is 10.184 eV. As for the SMILES: O[C@H]1[C@@H]2C[C@H]3C[C@@H](C2)C[C@@H]1C3. The calculation puts the molecular weight at 152.24 g mol⁻¹.

Positions of all 27 atoms, in Å:
O -2.37516 0.34348 -1.34483
C -1.06426 0.77628 -0.85306
C 0.14646 -0.07970 -1.46929
C 1.35411 0.50160 -0.96494
C 1.37581 0.58856 0.60431
C 1.23987 -0.70038 1.08396
C 0.09537 -1.49273 0.54620
C -0.10620 -1.58366 -1.01679
C -1.01948 -0.69605 1.26650
C -1.14270 0.67490 0.69782
C 0.13871 1.37622 1.05959
H -2.57063 0.77211 -2.26995
H -1.02069 1.84436 -1.14081
H 0.17116 0.12712 -2.49491
H 1.40526 1.49770 -1.38115
H 2.26375 0.18637 -1.49461
H 2.50550 0.92594 0.56564
H 2.27320 -1.48465 1.26293
H 0.94652 -0.59729 2.18998
H 0.02765 -2.41810 1.03622
H 0.72098 -1.92483 -1.60140
H -1.02298 -1.78968 -1.52384
H -0.75215 -0.73557 2.32229
H -1.89175 -1.27438 1.19121
H -1.96761 1.13078 1.28321
H 0.11186 2.34093 0.34333
H 0.15742 1.69063 2.10241

# C10H16O

A cluster of 2 separate species, C10H16O in total at a distorted geometry (ωB97M-V with the def2-TZVPD basis set, the Open Molecules 2025 dataset).

As for the LUMO energy: 0.92 eV. The value obtained for the HOMO-LUMO gap is 9.708 eV. As for the SMILES: Cc1ccc(O)cc1.CCC. The calculation puts the molecular weight at 152.24 g mol⁻¹.

Positions of all 27 atoms, in Å:
C 3.01476 -0.70290 0.35576
C 1.79103 -0.71748 -0.52130
C 1.65650 0.22856 -1.54728
C 0.41024 0.49090 -2.11457
C -0.67644 -0.31548 -1.80948
O -1.91565 -0.18815 -2.44664
C -0.59079 -1.37211 -0.89519
C 0.64630 -1.46968 -0.24436
H 3.46604 -1.69086 0.43629
H 2.77002 -0.32548 1.35631
H 3.78716 -0.12499 -0.17353
H 2.44450 0.96558 -1.65410
H 0.29735 1.53394 -2.43138
H -1.74925 -0.41159 -3.36543
H -1.39194 -2.03637 -0.63919
H 0.56733 -2.05793 0.67335
C -1.49737 0.67107 1.33650
C -0.77136 1.46911 2.37880
C -1.39977 1.17481 3.78918
H -2.34802 1.19929 0.86070
H -1.58865 -0.41690 1.20615
H -0.82976 0.73167 0.45488
H 0.25662 1.16024 2.44748
H -0.99840 2.51913 2.24781
H -0.70960 1.82126 4.37645
H -2.45127 1.43027 3.78748
H -1.11206 0.21862 4.21981

# C10H16O

A cluster of 2 separate species, C10H16O in total at a distorted geometry (ωB97M-V with the def2-TZVPD basis set, the Open Molecules 2025 dataset).

As for the LUMO energy: 0.82 eV. The value obtained for the HOMO-LUMO gap is 9.230 eV. As for the SMILES: Cc1ccc(O)cc1.CCC. The calculation puts the molecular weight at 152.24 g mol⁻¹.

Positions of all 27 atoms, in Å:
C 2.69516 2.73144 0.40811
C 1.64561 2.02551 -0.41256
C 1.57849 2.22772 -1.81330
C 0.64728 1.53409 -2.53111
C -0.30458 0.73262 -1.88652
O -1.27543 0.20684 -2.71204
C -0.41013 0.74277 -0.51627
C 0.69189 1.23767 0.18236
H 2.64019 3.80821 0.22672
H 3.67786 2.38944 0.11556
H 2.54656 2.54024 1.46726
H 2.27444 2.95787 -2.22563
H 0.61489 1.57911 -3.60982
H -1.67355 -0.56711 -2.26634
H -1.25372 0.32550 0.00729
H 0.70815 1.08914 1.26724
C -2.54930 -1.74306 1.49748
C -1.50230 -2.80540 1.03696
C -0.05708 -2.50823 1.33585
H -3.42967 -2.01745 0.94378
H -2.68964 -1.76272 2.58124
H -2.15269 -0.74391 1.34308
H -1.79236 -3.76023 1.50304
H -1.70911 -2.98650 -0.02246
H 0.24996 -2.57743 2.38172
H 0.63824 -3.12701 0.78137
H 0.19085 -1.52912 0.91700

# C10H16O

A cluster of 2 separate species, C10H16O in total at a distorted geometry (ωB97M-V with the def2-TZVPD basis set, the Open Molecules 2025 dataset).

As for the LUMO energy: 0.81 eV. The value obtained for the HOMO-LUMO gap is 9.276 eV. As for the SMILES: Cc1ccc(O)cc1.CCC. The calculation puts the molecular weight at 152.24 g mol⁻¹.

Positions of all 27 atoms, in Å:
C 0.25519 2.04963 -2.26318
C -0.00014 0.67364 -1.73375
C -1.22298 0.37865 -1.10375
C -1.42882 -0.92983 -0.70695
C -0.56788 -1.99519 -0.86094
O -0.94147 -3.28079 -0.60705
C 0.63465 -1.74826 -1.51248
C 0.84719 -0.41794 -1.88771
H 0.79738 1.97819 -3.21571
H 0.98677 2.73994 -1.82939
H -0.70552 2.49665 -2.50353
H -1.93495 1.13149 -0.79644
H -2.26968 -0.98359 -0.01275
H -1.59306 -3.40214 0.09445
H 1.38308 -2.47531 -1.76727
H 1.75771 -0.29334 -2.45810
C -0.84696 0.04488 2.47529
C 0.60989 0.41184 2.68757
C 1.36159 0.64244 1.36637
H -1.21168 0.63164 1.63397
H -1.35182 0.14267 3.44925
H -1.03089 -1.02824 2.35947
H 0.71008 1.40037 3.14088
H 1.15909 -0.36570 3.24230
H 0.88359 1.14580 0.48503
H 2.20812 1.30953 1.56052
H 1.51152 -0.25702 0.76389

# C10H16O

A cluster of 2 separate species, C10H16O in total at a distorted geometry (ωB97M-V with the def2-TZVPD basis set, the Open Molecules 2025 dataset).

As for the LUMO energy: 0.85 eV. The value obtained for the HOMO-LUMO gap is 9.190 eV. As for the SMILES: CCc1ccc(O)cc1.CC. The calculation puts the molecular weight at 152.24 g mol⁻¹.

Positions of all 27 atoms, in Å:
C -0.15888 -2.19820 -2.59507
C 0.36885 -1.58035 -1.29268
C -0.63286 -0.70361 -0.60828
C -1.05317 0.45539 -1.28186
C -1.94027 1.32721 -0.62831
C -2.32844 1.03163 0.65900
O -3.28826 1.68794 1.41499
C -1.86336 -0.08623 1.37275
C -1.03426 -0.98083 0.69906
H -0.26859 -1.46498 -3.39160
H -1.09459 -2.70157 -2.41623
H 0.52273 -3.02710 -2.86483
H 0.60038 -2.35601 -0.53738
H 1.35349 -1.12290 -1.43689
H -0.81626 0.56502 -2.33118
H -2.14773 2.23211 -1.18723
H -3.52457 2.52683 1.03614
H -2.25584 -0.26642 2.36333
H -0.57310 -1.82304 1.20050
C 2.09048 0.71365 0.90609
C 2.94437 1.41507 1.97183
H 2.11664 -0.35771 1.10942
H 1.08390 1.13331 0.97819
H 2.45093 0.89418 -0.10941
H 2.27342 1.66294 2.80009
H 3.64309 0.73985 2.48653
H 3.53191 2.28381 1.68303

# C10H16O

A cluster of 2 separate species, C10H16O in total at a distorted geometry (ωB97M-V with the def2-TZVPD basis set, the Open Molecules 2025 dataset).

As for the LUMO energy: 0.74 eV. The value obtained for the HOMO-LUMO gap is 9.982 eV. As for the SMILES: Cc1ccccc1.CC(C)O. The calculation puts the molecular weight at 152.24 g mol⁻¹.

Positions of all 27 atoms, in Å:
C -2.58582 1.53848 1.74439
C -1.16226 1.35139 1.73140
C -0.32263 2.01317 0.87818
C 1.06178 2.01109 0.99150
C 1.66269 1.30128 1.99414
C 0.84629 0.33855 2.62135
C -0.56288 0.26811 2.46674
H -2.89341 2.34426 2.36313
H -3.11378 0.63593 2.41125
H -3.13073 1.66859 0.95178
H -0.72572 2.87051 0.37193
H 1.47222 2.62749 0.24553
H 2.77163 1.37945 2.35639
H 1.34955 -0.35361 3.37529
H -1.14232 -0.50312 3.06173
C 0.10988 -1.17967 -3.60394
C 0.34113 -1.39441 -2.10333
C 1.07592 -2.74418 -1.46136
O 1.10851 -0.33428 -1.81451
H 0.80902 -0.46527 -3.97855
H -0.88832 -0.83469 -3.93604
H 0.22426 -2.19110 -3.99766
H -0.66888 -1.56913 -1.59144
H 1.12097 -2.50918 -0.38192
H 0.52859 -3.63878 -1.56821
H 1.98914 -2.83198 -2.08215
H 0.72517 0.20110 -1.04562

# C10H16O

A cluster of 2 separate species, C10H16O in total at a distorted geometry (ωB97M-V with the def2-TZVPD basis set, the Open Molecules 2025 dataset).

As for the LUMO energy: 0.78 eV. The value obtained for the HOMO-LUMO gap is 9.313 eV. As for the SMILES: Cc1ccc(O)cc1.CCC. The calculation puts the molecular weight at 152.24 g mol⁻¹.

Positions of all 27 atoms, in Å:
C 0.38097 1.26583 -3.16769
C -0.34004 0.98670 -1.90110
C -1.09441 -0.19091 -1.82902
C -1.93894 -0.47232 -0.79099
C -2.15087 0.40875 0.27361
O -2.92648 0.05834 1.32757
C -1.33400 1.47006 0.34206
C -0.33146 1.69015 -0.70579
H 0.55278 2.28755 -3.27751
H -0.19687 0.97333 -3.95203
H 1.38635 0.83306 -3.06078
H -0.86119 -0.91889 -2.64407
H -2.54992 -1.37140 -0.81962
H -3.59685 -0.64707 1.11646
H -1.35630 2.04237 1.25636
H 0.34105 2.59535 -0.70406
C 1.05435 -2.10859 2.09485
C 1.11390 -0.52325 2.07630
C 2.16732 -0.23015 0.98524
H 1.96628 -2.57201 2.39537
H 0.06801 -2.40234 2.65399
H 0.73401 -2.42078 1.17742
H 0.14937 -0.15350 1.98362
H 1.36571 -0.15114 3.04963
H 1.67550 -0.55898 0.09609
H 2.56403 0.78192 0.71516
H 3.15770 -0.67207 1.30890